C22H23BrMoN2O2Se2 | ωB97M-V/def2-TZVPD

The HOMO-LUMO gap (alpha / beta) comes out at 5.98 / 5.96 eV. The value obtained for the HOMO energy (alpha / beta) is -0.51203 / -0.51218 Eh. As for the charge: +2. As for the expectation value of S²: 2.18. Its spin multiplicity is 3.

Geometry (Å):
C (-0.7274, -1.3135, 5.7768)
C (1.5088, -0.8824, -1.5722)
H (3.1026, -1.4889, -4.4827)
H (-0.6946, -0.0426, 7.5385)
C (-0.6694, 1.1096, 4.5049)
H (-3.4080, 3.5026, -1.7651)
C (1.3937, -2.1953, -1.1021)
O (-1.1355, -1.0029, 1.5632)
H (2.2300, 4.4758, -0.0157)
H (-1.5239, -0.5075, -4.0455)
H (-3.1058, -1.3202, -3.9318)
C (1.8734, -3.2459, -1.8646)
H (-3.6502, 2.3412, -0.4189)
C (-2.3853, -0.6978, -3.3914)
H (5.0910, 1.3874, 0.7247)
H (-2.3171, 3.5387, -0.3504)
H (0.5611, 2.7812, -0.6945)
C (-0.6929, -0.0900, 6.4586)
O (-0.5895, 1.0791, 1.6208)
H (0.9744, -2.3588, -0.1061)
Se (-1.6172, -1.7862, -1.9149)
C (-3.2029, -2.3958, -0.9654)
H (-0.6651, 2.0954, 4.0598)
C (-0.7144, -1.2922, 4.3875)
C (-3.0024, 0.6129, -2.9511)
C (2.6099, -1.6890, -3.5447)
C (4.1056, 1.6959, 0.4126)
H (4.5037, 3.7875, 0.6463)
C (-2.9130, 2.8957, -1.0021)
C (-0.7930, 0.0192, 2.2603)
C (2.4784, -2.9923, -3.0876)
N (-0.6610, 1.0508, 5.8142)
Mo (-0.8116, -0.0346, -0.2466)
H (-2.8348, -2.9219, -0.0799)
H (2.8657, -3.8065, -3.6788)
C (1.8988, 1.1275, -0.3705)
N (0.9855, 0.1695, -0.7980)
H (-3.2633, 1.2132, -3.8297)
H (-3.8361, -1.5556, -0.6710)
H (-3.9051, 0.4820, -2.3448)
H (-0.7061, -2.2176, 3.8277)
C (-0.7067, -0.0589, 3.7277)
C (2.1215, -0.6295, -2.7999)
Br (-0.7878, -2.9471, 6.7279)
Se (-1.6860, 1.6743, -1.8926)
H (3.4505, -0.3066, 0.0375)
C (3.1845, 0.7412, 0.0324)
H (2.2206, 0.3890, -3.1518)
C (3.7687, 3.0416, 0.3862)
H (-3.7606, -3.0858, -1.5987)
C (2.4886, 3.4289, 0.0105)
H (1.8004, -4.2571, -1.4959)
C (1.5506, 2.4819, -0.3517)

Löwdin atomic charge list, values in e, 6 entries: -0.637, -0.370, 0.122, 0.122, -0.055, 0.056